Formula: C2H3NOS2
Source: the OMol25 dataset
Level of theory: ωB97M-V/def2-TZVPD

CARTESIAN COORDINATES (ANGSTROEM)
1 S 1.56672 0.21296 -0.17440
2 O 1.00247 -0.45282 2.32725
3 C 1.86704 -0.16793 1.54748
4 H -0.55796 -0.00562 0.99247
5 S -2.46884 -0.13505 -1.27993
6 N -0.19958 0.22309 0.08810
7 C -0.91020 0.21859 -1.02294
8 H 2.94629 -0.17392 1.71955
9 H -0.31799 0.68998 -1.82466

Gap between HOMO and LUMO = 8.41 eV
Multiplicity = 1
SMILES string = O=CSNC=S
LUMO level = -0.238 eV
Charge = 0
M = 121.19 g mol⁻¹
E = -1004.334658 hartree
HOMO level = -8.65 eV